(i)
Molecular formula: C5H14N2O2
Method: DFT, wB97M-V/def2-TZVPD

The molecular weight comes out at 134.18 g/mol. As for the HOMO energy: -8.260 eV.

```
! wB97M-V def2-TZVPD RIJCOSX def2/J DEFGRID3
* xyz 0 1
C -0.516 -1.430 0.428
C -0.973 -0.758 1.649
C 0.882 -1.975 0.360
N -1.449 -2.057 -0.340
H -0.162 -0.049 -0.372
H -2.402 -1.729 -0.302
H -1.163 -2.458 -1.220
H 1.590 -1.199 0.653
H -1.036 0.361 1.414
H -1.946 -1.111 1.989
H -0.244 -0.826 2.455
H 1.140 -2.307 -0.646
H 0.963 -2.830 1.039
C -0.214 1.578 -1.870
C 0.056 1.173 -0.419
N 2.040 2.222 0.510
O 1.512 1.105 -0.207
O -0.624 1.752 0.496
H 2.081 2.994 -0.157
H 1.318 2.469 1.191
H 0.380 0.983 -2.564
H -1.277 1.461 -2.090
H 0.045 2.630 -1.999
*
```

=====

(ii)
Molecular formula: C5H14N2O2
Method: DFT, wB97M-V/def2-TZVPD

The molecular weight comes out at 134.18 g/mol. As for the HOMO energy: -7.906 eV.

```
! wB97M-V def2-TZVPD RIJCOSX def2/J DEFGRID3
* xyz 0 1
C -0.981 0.026 -0.620
C 1.880 0.716 -2.288
C -2.454 0.001 -0.286
O 1.725 0.464 -0.933
H -0.763 0.783 -1.367
H -0.572 -0.935 -0.913
H 0.932 0.568 -2.853
H 2.595 -0.012 -2.700
H 2.283 1.717 -2.503
H -2.794 0.973 0.077
H -2.683 -0.733 0.486
H -3.019 -0.241 -1.193
C 0.054 -1.986 1.478
C 0.206 -0.522 1.690
N 0.401 1.607 0.982
O 1.083 -0.159 2.640
N -0.272 0.403 0.908
H 1.163 0.816 2.527
H 1.356 1.249 -0.085
H -0.234 2.335 0.669
H 0.826 -2.340 0.792
H 0.191 -2.496 2.429
H -0.921 -2.232 1.065
*
```

=====

Winner for stability: (ii)

=====

(i)
Molecular formula: C9H11N4
Method: DFT, wB97M-V/def2-TZVPD

The molecular weight comes out at 175.22 g/mol. As for the HOMO energy: -12.898 eV.

```
! wB97M-V def2-TZVPD RIJCOSX def2/J DEFGRID3
* xyz 1 1
C -3.837 -0.601 -0.332
C -3.020 -1.167 -1.361
C -3.315 -0.314 0.946
C -1.633 -1.206 -1.150
C -1.991 -0.676 1.162
C -1.070 -1.030 0.127
C 2.485 -1.461 -0.640
C 3.124 -0.269 -0.388
C 0.318 -1.205 0.454
N 1.229 -1.614 -0.407
N 2.460 0.717 0.101
N 1.678 1.507 0.371
N 2.648 3.378 0.545
H -4.833 -0.092 -0.472
H -3.604 -1.208 -2.291
H -4.008 -0.082 1.733
H -1.031 -1.611 -1.927
H -1.452 -0.409 2.105
H 3.122 -2.218 -1.121
H 4.205 -0.390 -0.301
H 0.647 -1.186 1.493
H 2.938 3.943 1.351
H 1.715 3.586 0.307
H 3.226 3.610 -0.305
*
```

=====

(ii)
Molecular formula: C9H11N4
Method: DFT, wB97M-V/def2-TZVPD

The molecular weight comes out at 175.22 g/mol. As for the HOMO energy: -12.857 eV. The structure (SMILES) is Cc1ccccc1Cn1cnn[nH+]1.

```
! wB97M-V def2-TZVPD RIJCOSX def2/J DEFGRID3
* xyz 1 1
C -2.289 0.236 -0.723
C -0.932 -0.309 -1.072
C -0.877 -1.421 -1.912
C 0.318 -2.014 -2.267
C 1.518 -1.482 -1.802
C 1.490 -0.381 -0.977
C 0.279 0.216 -0.612
C 0.345 1.403 0.293
N 0.482 0.978 1.712
C 0.101 -0.141 2.325
N 0.461 -0.085 3.606
N 1.009 1.079 3.820
N 0.999 1.718 2.685
H -2.277 1.093 -0.056
H -2.893 -0.537 -0.252
H -2.812 0.541 -1.628
H -1.803 -1.838 -2.282
H 0.321 -2.884 -2.906
H 2.461 -1.931 -2.074
H 2.421 0.041 -0.617
H 1.213 2.023 0.079
H -0.540 2.029 0.250
H -0.360 -0.989 1.851
H 1.365 2.654 2.559
*
```

=====

Winner for stability: (ii)

=====

(i)
Molecular formula: C2H7NO2S
Method: DFT, wB97M-V/def2-TZVPD

The molecular weight comes out at 109.15 g/mol. As for the HOMO energy: -10.142 eV.

```
! wB97M-V def2-TZVPD RIJCOSX def2/J DEFGRID3
* xyz 0 1
C 0.466 1.308 -1.985
C 1.536 1.011 -1.274
N -1.082 -0.298 2.493
O -2.129 -1.246 0.379
O 0.305 -1.601 0.677
S -1.000 -0.465 0.782
H 0.436 1.778 -2.934
H 0.301 -1.908 -0.277
H -0.456 0.851 -1.570
H 1.626 0.340 -0.486
H 2.396 1.523 -1.593
H -0.389 -0.849 2.999
H -2.010 -0.443 2.789
*
```

=====

(ii)
Molecular formula: C2H7NO2S
Method: DFT, wB97M-V/def2-TZVPD

The molecular weight comes out at 109.15 g/mol. As for the HOMO energy: -8.934 eV.

```
! wB97M-V def2-TZVPD RIJCOSX def2/J DEFGRID3
* xyz 0 1
C 1.635 0.021 0.514
C 1.004 0.192 -0.770
N -2.262 0.433 0.647
O -0.705 -1.694 -0.103
O -1.423 0.628 -0.508
S -0.567 -0.670 -1.094
H 1.236 0.684 1.228
H 1.269 -0.927 0.918
H 2.719 0.015 0.408
H 1.645 -0.053 -1.583
H 0.804 1.279 -0.823
H -3.157 0.728 0.373
H -2.199 -0.637 0.792
*
```

=====

Winner for stability: (i)

=====

(i)
Molecular formula: C2H5FIN
Method: DFT, wB97M-V/def2-TZVPD

The molecular weight comes out at 188.97 g/mol. As for the HOMO energy (spin up / spin down): -9.388 / -8.064 eV.

```
! wB97M-V def2-TZVPD RIJCOSX def2/J DEFGRID3
* xyz 0 1
C 0.268 0.575 -0.182
C 0.066 -0.812 0.139
N -2.436 -1.222 -0.664
F -2.671 -2.218 0.259
I -3.400 0.376 0.043
H 1.308 0.983 0.161
H 0.183 0.677 -1.234
H -0.420 1.376 0.288
H 0.048 -1.461 -0.624
H -0.314 -1.352 1.043
*
```

=====

(ii)
Molecular formula: C2H5FIN
Method: DFT, wB97M-V/def2-TZVPD

The molecular weight comes out at 188.97 g/mol. As for the HOMO energy (spin up / spin down): -9.591 / -9.591 eV. The structure (SMILES) is CCN(F)I.

```
! wB97M-V def2-TZVPD RIJCOSX def2/J DEFGRID3
* xyz 0 1
C -0.345 -0.386 -0.258
C 0.393 0.394 0.858
N 0.108 -0.402 2.025
F 1.000 -1.404 2.019
I 0.796 0.953 3.901
H -1.379 0.050 -0.516
H 0.236 -0.260 -1.237
H -0.467 -1.561 -0.255
H 1.467 0.625 0.781
H -0.283 1.300 0.912
*
```

=====

Winner for stability: (ii)